{"formula": "C25H67ClF3N5O10P", "method": "ωB97M-V with the def2-TZVPD basis set", "symbols": ["N", "P", "N", "C", "O", "C", "F", "F", "F", "C", "N", "C", "C", "C", "C", "Cl", "N", "N", "H", "H", "H", "H", "H", "H", "H", "H", "H", "H", "H", "H", "H", "C", "C", "O", "H", "H", "H", "H", "H", "H", "C", "C", "O", "H", "H", "H", "H", "H", "H", "C", "C", "O", "H", "H", "H", "H", "H", "H", "C", "C", "O", "H", "H", "H", "H", "H", "H", "C", "C", "O", "H", "H", "H", "H", "H", "H", "C", "C", "O", "H", "H", "H", "H", "H", "H", "C", "C", "O", "H", "H", "H", "H", "H", "H", "C", "C", "O", "H", "H", "H", "H", "H", "H", "C", "C", "O", "H", "H", "H", "H", "H", "H"], "coordinates": [[0.495, -2.787, 4.389], [0.571, -1.905, 3.117], [-0.044, -2.637, 1.671], [0.770, -2.804, 0.485], [0.172, -2.337, -0.729], [0.075, -0.986, -0.938], [-0.281, -0.792, -2.208], [-0.884, -0.455, -0.146], [1.220, -0.362, -0.704], [-1.329, -3.039, 1.759], [-2.041, -2.870, 2.861], [-3.242, -3.422, 2.660], [-4.330, -3.501, 3.652], [-5.731, -3.593, 3.071], [-6.863, -3.250, 4.027], [-6.397, -3.238, 5.738], [-3.286, -3.899, 1.392], [-2.079, -3.656, 0.785], [1.438, -2.954, 4.708], [1.859, -1.546, 2.741], [-0.142, -0.717, 3.197], [1.727, -2.341, 0.657], [0.935, -3.850, 0.295], [-4.221, -2.596, 4.222], [-4.130, -4.330, 4.310], [-5.900, -4.586, 2.676], [-5.795, -2.911, 2.251], [-7.270, -2.286, 3.800], [-7.651, -3.971, 3.951], [-4.057, -4.334, 0.922], [-1.853, -3.889, -0.163], [5.491, -0.103, 1.874], [4.911, -1.495, 1.734], [3.708, -1.497, 0.946], [4.761, 0.571, 2.322], [6.386, -0.117, 2.495], [5.762, 0.301, 0.897], [4.625, -1.896, 2.705], [5.640, -2.178, 1.291], [3.928, -1.155, 0.076], [1.646, 4.086, 0.166], [2.521, 2.850, 0.226], [2.208, 2.002, 1.338], [1.740, 4.662, 1.085], [1.918, 4.731, -0.667], [0.594, 3.805, 0.055], [3.565, 3.126, 0.353], [2.432, 2.277, -0.705], [1.288, 1.747, 1.249], [3.121, 8.586, -2.892], [2.955, 7.197, -2.307], [2.077, 7.170, -1.179], [3.496, 9.274, -2.135], [3.812, 8.577, -3.736], [2.162, 8.974, -3.243], [3.908, 6.816, -1.943], [2.586, 6.509, -3.077], [1.222, 7.494, -1.470], [0.203, -2.855, -5.237], [0.142, -4.285, -4.739], [1.147, -4.552, -3.755], [1.178, -2.640, -5.672], [-0.563, -2.662, -5.989], [0.048, -2.155, -4.413], [0.316, -4.991, -5.547], [-0.845, -4.497, -4.313], [1.000, -3.945, -3.026], [0.073, -2.533, 8.553], [-0.586, -3.886, 8.370], [-1.744, -3.796, 7.539], [-0.626, -1.825, 8.997], [0.953, -2.599, 9.194], [0.376, -2.130, 7.583], [-0.923, -4.288, 9.323], [0.119, -4.601, 7.932], [-1.449, -3.460, 6.688], [7.408, 10.643, -4.722], [6.723, 9.294, -4.846], [5.597, 9.346, -5.723], [6.703, 11.391, -4.361], [8.252, 10.597, -4.034], [7.780, 10.976, -5.693], [6.336, 8.973, -3.880], [7.431, 8.538, -5.199], [5.916, 9.622, -6.584], [4.464, -5.859, -2.628], [4.964, -4.445, -2.842], [4.492, -3.905, -4.072], [4.772, -6.503, -3.450], [4.827, -6.292, -1.694], [3.372, -5.850, -2.601], [6.050, -4.407, -2.893], [4.645, -3.807, -2.006], [3.530, -3.944, -4.063], [-4.823, 0.784, -0.535], [-4.023, -0.498, -0.479], [-4.786, -1.636, -0.903], [-5.712, 0.700, 0.088], [-4.232, 1.636, -0.197], [-5.156, 0.983, -1.556], [-3.708, -0.707, 0.546], [-3.127, -0.431, -1.101], [-5.078, -1.475, -1.804], [-9.101, 2.188, -1.718], [-9.038, 0.682, -1.886], [-8.594, 0.013, -0.703], [-8.124, 2.579, -1.433], [-9.415, 2.673, -2.641], [-9.811, 2.459, -0.934], [-8.320, 0.412, -2.659], [-10.015, 0.293, -2.187], [-9.218, 0.216, -0.003]], "lowdin_charge": [-0.255, 0.762, -0.129, -0.143, 0.040, -0.688, 0.185, 0.147, 0.194, -0.346, 0.199, -0.215, -0.143, -0.239, -0.553, 0.613, 0.161, 0.191, -0.026, 0.023, 0.019, 0.089, 0.147, 0.115, 0.132, 0.114, 0.104, 0.070, 0.066, 0.181, 0.177, -0.077, -0.295, -0.130, 0.073, 0.080, 0.079, 0.107, 0.112, 0.083, -0.081, -0.315, -0.100, 0.084, 0.057, 0.074, 0.113, 0.100, 0.056, -0.083, -0.322, -0.096, 0.079, 0.059, 0.076, 0.110, 0.108, 0.079, -0.078, -0.299, -0.091, 0.082, 0.080, 0.054, 0.116, 0.106, 0.060, -0.094, -0.322, -0.096, 0.075, 0.074, 0.058, 0.110, 0.106, 0.053, -0.091, -0.323, -0.091, 0.076, 0.074, 0.073, 0.099, 0.108, 0.076, -0.089, -0.324, -0.081, 0.080, 0.073, 0.058, 0.111, 0.096, 0.048, -0.075, -0.328, -0.099, 0.075, 0.080, 0.079, 0.099, 0.091, 0.081, -0.089, -0.320, -0.096, 0.069, 0.077, 0.075, 0.106, 0.109, 0.075], "homo_lumo_gap_ev": 8.668, "lumo_ev": -2.821, "relative_energy_ev": 0.000, "total_energy_ev": -84892.37658, "charge": 1}

***

{"formula": "C25H68N4O29S7", "method": "ωB97M-V with the def2-TZVPD basis set", "symbols": ["C", "C", "O", "S", "C", "O", "O", "H", "H", "H", "H", "H", "H", "H", "H", "C", "C", "O", "S", "C", "O", "O", "H", "H", "H", "H", "H", "H", "H", "H", "C", "C", "O", "S", "C", "O", "O", "H", "H", "H", "H", "H", "H", "H", "H", "C", "C", "O", "S", "C", "O", "O", "H", "H", "H", "H", "H", "H", "H", "H", "C", "C", "O", "S", "C", "O", "O", "H", "H", "H", "H", "H", "H", "H", "H", "C", "C", "O", "S", "C", "O", "O", "H", "H", "H", "H", "H", "H", "H", "H", "C", "C", "O", "S", "C", "O", "O", "H", "H", "H", "H", "H", "H", "H", "H", "C", "N", "O", "O", "H", "H", "H", "C", "N", "O", "O", "H", "H", "H", "C", "N", "O", "O", "H", "H", "H", "C", "N", "O", "O", "H", "H", "H"], "coordinates": [[29.814, 17.757, -0.279], [30.913, 17.454, -1.305], [30.318, 17.361, -2.547], [30.502, 18.519, -3.708], [29.592, 19.943, -2.872], [31.908, 18.792, -3.950], [29.653, 18.168, -4.845], [30.118, 17.480, 0.731], [28.985, 17.063, -0.415], [29.360, 18.747, -0.250], [31.597, 18.297, -1.206], [31.331, 16.475, -1.068], [29.233, 20.520, -3.724], [30.304, 20.599, -2.372], [28.744, 19.479, -2.368], [30.978, 22.863, -4.493], [32.227, 23.692, -4.244], [31.891, 24.952, -3.793], [31.973, 26.203, -4.827], [33.755, 26.710, -4.406], [31.910, 25.659, -6.197], [31.099, 27.239, -4.297], [31.114, 21.941, -5.059], [30.242, 23.429, -5.063], [30.550, 22.532, -3.546], [32.872, 23.198, -3.517], [32.874, 23.553, -5.110], [33.867, 27.399, -5.243], [34.496, 25.911, -4.401], [33.759, 27.030, -3.364], [34.261, 15.511, -1.363], [35.389, 16.195, -0.570], [36.567, 15.348, -0.610], [36.843, 14.423, 0.730], [36.428, 12.784, 0.106], [38.286, 14.420, 0.968], [35.950, 14.774, 1.887], [33.479, 16.222, -1.630], [33.781, 14.661, -0.879], [34.530, 15.272, -2.392], [35.465, 17.161, -1.070], [34.955, 16.412, 0.406], [35.446, 12.765, -0.367], [36.576, 12.092, 0.935], [37.244, 12.525, -0.568], [32.083, 24.742, 0.645], [30.774, 24.596, -0.003], [30.037, 23.975, 0.961], [29.418, 22.467, 0.639], [29.742, 21.720, 2.279], [28.003, 22.578, 0.204], [30.343, 21.684, -0.204], [32.718, 23.938, 1.017], [31.848, 25.401, 1.480], [32.718, 25.375, 0.026], [30.353, 25.574, -0.235], [30.931, 24.096, -0.958], [30.779, 21.898, 2.560], [29.554, 20.675, 2.032], [29.044, 22.312, 2.871], [25.998, 12.312, -6.947], [27.377, 13.075, -6.847], [27.438, 13.803, -5.648], [27.598, 15.483, -5.729], [25.803, 16.003, -6.283], [27.815, 15.960, -4.379], [28.463, 15.888, -6.877], [25.119, 12.857, -7.288], [25.767, 12.015, -5.924], [26.054, 11.386, -7.520], [28.154, 12.319, -6.732], [27.544, 13.634, -7.768], [25.028, 15.833, -5.536], [25.547, 15.315, -7.089], [25.785, 17.038, -6.624], [31.279, 14.718, -10.962], [30.034, 15.603, -11.178], [30.300, 16.900, -10.721], [28.880, 17.771, -10.271], [29.526, 18.483, -8.651], [28.646, 18.906, -11.199], [27.799, 16.848, -9.895], [32.249, 15.199, -11.089], [31.171, 13.965, -11.743], [31.317, 14.386, -9.925], [29.792, 15.609, -12.241], [29.167, 15.200, -10.655], [30.603, 18.626, -8.744], [29.247, 17.877, -7.790], [29.181, 19.511, -8.537], [30.743, 13.957, -4.947], [32.009, 13.791, -4.037], [31.704, 13.941, -2.672], [30.922, 12.739, -1.769], [29.552, 13.739, -0.911], [30.288, 11.771, -2.670], [31.998, 12.258, -0.878], [29.994, 13.201, -4.712], [30.994, 13.896, -6.006], [30.218, 14.912, -4.914], [32.495, 12.842, -4.265], [32.694, 14.592, -4.312], [30.061, 14.663, -0.636], [29.224, 13.177, -0.037], [28.803, 13.918, -1.682], [33.332, 19.116, 3.331], [32.625, 18.338, 2.243], [31.769, 18.894, 1.540], [33.057, 17.203, 2.053], [33.895, 18.364, 3.883], [32.679, 19.453, 4.136], [33.962, 19.863, 2.848], [33.202, 21.502, 0.168], [33.505, 20.429, -0.827], [34.244, 19.561, -0.443], [33.223, 20.591, -2.026], [32.528, 21.115, 0.933], [32.848, 22.267, -0.523], [34.123, 21.966, 0.518], [26.256, 20.006, -0.370], [24.917, 19.697, 0.295], [24.705, 18.547, 0.605], [24.149, 20.653, 0.538], [26.465, 19.151, -1.014], [26.992, 20.298, 0.378], [26.006, 20.876, -0.976], [28.477, 15.694, 3.665], [27.737, 16.820, 2.930], [26.551, 16.612, 2.661], [28.393, 17.778, 2.633], [27.875, 15.364, 4.512], [29.421, 16.012, 4.107], [28.601, 14.867, 2.967]], "lowdin_charge": [-0.085, -0.286, -0.263, 0.675, -0.075, -0.292, -0.310, 0.044, 0.078, 0.060, 0.106, 0.103, 0.055, 0.029, 0.055, -0.051, -0.329, -0.269, 0.684, -0.081, -0.298, -0.287, 0.085, 0.088, 0.053, 0.113, 0.123, 0.058, 0.061, 0.061, -0.069, -0.246, -0.245, 0.686, -0.111, -0.310, -0.330, 0.059, 0.068, 0.080, 0.109, 0.086, 0.065, 0.072, 0.069, -0.079, -0.336, -0.243, 0.718, -0.075, -0.288, -0.339, 0.068, 0.090, 0.087, 0.140, 0.115, 0.067, 0.057, 0.073, -0.057, -0.280, -0.275, 0.717, -0.058, -0.302, -0.328, 0.062, 0.072, 0.071, 0.118, 0.113, 0.059, 0.040, 0.063, -0.057, -0.320, -0.258, 0.753, -0.083, -0.323, -0.331, 0.075, 0.075, 0.071, 0.116, 0.098, 0.062, 0.028, 0.061, -0.060, -0.253, -0.293, 0.721, -0.051, -0.315, -0.323, 0.055, 0.080, 0.046, 0.119, 0.117, 0.035, 0.066, 0.071, 0.060, -0.374, 0.018, 0.080, 0.096, 0.096, 0.098, 0.016, -0.404, 0.067, 0.053, 0.067, 0.074, 0.106, 0.048, -0.420, 0.062, 0.032, 0.092, 0.076, 0.090, 0.055, -0.423, 0.065, 0.051, 0.092, 0.088, 0.092], "homo_lumo_gap_ev": 9.913, "lumo_ev": -0.738, "relative_energy_ev": 6.876, "total_energy_ev": -168191.76706}